{"formula": "C79H181N11O16", "method": "ωB97M-V/def2-TZVPD", "lumo_energy_ev": 0.565, "largest_force_ev_per_a": 4.60, "smiles": "CC1(C)CCCC(C)(C)N1O.CC1(C)CCCC(C)(C)N1O.CC1(C)CCCC(C)(C)N1O.CC1(C)CCCC(C)(C)N1O.CC1(C)CCCC(C)(C)N1O.COC[C@H](C)N.COCCNCCOC.COCCNCCOC.COCCNCCOC.COCCNCCOC.COCCNCCOC", "homo_ev": -8.094, "homo_lumo_gap_ev": 8.6592, "relative_energy_ev": 3.6823, "e_tot_ev": -133992.706, "charge": 0, "elements": ["O", "O", "O", "O", "O", "O", "O", "O", "O", "O", "O", "O", "O", "O", "O", "O", "N", "N", "N", "N", "N", "N", "N", "N", "N", "N", "N", "C", "C", "C", "C", "C", "C", "C", "C", "C", "C", "C", "C", "C", "C", "C", "C", "C", "C", "C", "C", "C", "C", "C", "C", "C", "C", "C", "C", "C", "C", "C", "C", "C", "C", "C", "C", "C", "C", "C", "C", "C", "C", "C", "C", "C", "C", "C", "C", "C", "C", "C", "C", "C", "C", "C", "C", "C", "C", "C", "C", "C", "C", "C", "C", "C", "C", "C", "C", "C", "C", "C", "C", "C", "C", "C", "C", "C", "C", "C", "H", "H", "H", "H", "H", "H", "H", "H", "H", "H", "H", "H", "H", "H", "H", "H", "H", "H", "H", "H", "H", "H", "H", "H", "H", "H", "H", "H", "H", "H", "H", "H", "H", "H", "H", "H", "H", "H", "H", "H", "H", "H", "H", "H", "H", "H", "H", "H", "H", "H", "H", "H", "H", "H", "H", "H", "H", "H", "H", "H", "H", "H", "H", "H", "H", "H", "H", "H", "H", "H", "H", "H", "H", "H", "H", "H", "H", "H", "H", "H", "H", "H", "H", "H", "H", "H", "H", "H", "H", "H", "H", "H", "H", "H", "H", "H", "H", "H", "H", "H", "H", "H", "H", "H", "H", "H", "H", "H", "H", "H", "H", "H", "H", "H", "H", "H", "H", "H", "H", "H", "H", "H", "H", "H", "H", "H", "H", "H", "H", "H", "H", "H", "H", "H", "H", "H", "H", "H", "H", "H", "H", "H", "H", "H", "H", "H", "H", "H", "H", "H", "H", "H", "H", "H", "H", "H", "H", "H", "H", "H", "H", "H", "H", "H", "H", "H", "H", "H", "H", "H", "H", "H", "H", "H", "H", "H", "H", "H", "H", "H", "H"], "positions_angstrom": [[17.2972, 15.4635, 21.5724], [18.5002, 15.3091, 9.5727], [11.2071, 11.6209, 17.9637], [19.8545, 20.3681, 16.9171], [23.4582, 18.1183, 19.5313], [19.5950, 12.8676, 17.0486], [24.8705, 13.3573, 14.4710], [19.9351, 24.4621, 18.2179], [11.6931, 22.4973, 18.5277], [16.5571, 23.9795, 13.8260], [12.7251, 16.7375, 17.0352], [16.2930, 22.9356, 20.9281], [13.2576, 17.0613, 20.5170], [23.1234, 17.7792, 12.9370], [17.2680, 17.9626, 17.3778], [19.8630, 21.6274, 23.5238], [14.4085, 21.6590, 19.0437], [17.3975, 23.9262, 16.7671], [12.8481, 14.7756, 18.7710], [12.0591, 16.2602, 15.9221], [18.2897, 12.3441, 17.4538], [21.3930, 20.7454, 21.2550], [19.7249, 15.4300, 18.0181], [18.4571, 16.2707, 10.6048], [24.6028, 14.1645, 15.6054], [16.8815, 16.6227, 22.2184], [22.4962, 20.0892, 15.7931], [13.8189, 21.7424, 17.6513], [13.9500, 14.9726, 15.3372], [23.3329, 18.3376, 14.2172], [19.0281, 12.2125, 19.6983], [17.6493, 11.9151, 16.2145], [10.1960, 16.4897, 14.5060], [17.5958, 24.7535, 17.9313], [22.8265, 14.4372, 17.2840], [19.9874, 17.1292, 16.1659], [18.4702, 16.5103, 13.0597], [20.2800, 21.2104, 15.9054], [20.8060, 23.4282, 18.6307], [16.0450, 18.2082, 16.7678], [18.1360, 24.3588, 15.5788], [23.2074, 13.7824, 16.0029], [17.3349, 13.2312, 15.5234], [19.2306, 16.6928, 17.4515], [18.5480, 18.1865, 9.1194], [22.3059, 19.0400, 19.6640], [17.9492, 17.5715, 22.1567], [17.7523, 23.5404, 14.3621], [20.8174, 22.5089, 22.9809], [17.1751, 10.7739, 18.8969], [21.8269, 21.3173, 15.9516], [20.7183, 17.4145, 10.0475], [22.3219, 14.3628, 14.9674], [15.8819, 17.5379, 24.1990], [18.6895, 24.3061, 18.9292], [13.0129, 16.0487, 14.8113], [10.8864, 17.1500, 15.6206], [19.2165, 17.5250, 10.3387], [17.7064, 16.6656, 17.2140], [10.1121, 11.2004, 17.2426], [21.9165, 21.8154, 22.1882], [20.2535, 20.9520, 24.6684], [16.2689, 16.2113, 23.4986], [18.5661, 20.6465, 17.3987], [12.2628, 21.5112, 17.7536], [22.2871, 19.4150, 14.4785], [17.2494, 15.5411, 24.3525], [24.1200, 16.8439, 12.6886], [12.7085, 13.3036, 18.6552], [18.5829, 15.4641, 11.9064], [19.8672, 14.6486, 12.0929], [14.2895, 16.5233, 19.6953], [22.5147, 19.9487, 20.9227], [26.2321, 12.5450, 16.8434], [16.9730, 22.8838, 22.2095], [19.5958, 10.3358, 18.2952], [11.4518, 12.9741, 17.9401], [17.3736, 14.5160, 12.0289], [23.0296, 12.2792, 16.1717], [15.0482, 15.4354, 23.0988], [16.3167, 11.2398, 16.5953], [13.6659, 17.4095, 14.4371], [11.1467, 18.6724, 15.3355], [25.7244, 14.0633, 16.5863], [26.9166, 14.8233, 16.0280], [18.5324, 11.4173, 18.5117], [17.4617, 18.8641, 22.8104], [14.1470, 15.0028, 19.4079], [25.1832, 14.7789, 17.8992], [18.0797, 17.9332, 20.6842], [23.8519, 14.3480, 18.3792], [17.0064, 18.5864, 24.2124], [19.3506, 17.6273, 12.8670], [18.9699, 18.3938, 11.5524], [15.8453, 21.4062, 19.0547], [18.4798, 10.9318, 15.3519], [10.0070, 17.0753, 16.8665], [16.4392, 10.1904, 17.7147], [16.2937, 23.3168, 12.5592], [16.3455, 21.5191, 20.4278], [19.3546, 16.9685, 22.5641], [13.2496, 18.4537, 20.3503], [12.2542, 15.4605, 13.6349], [10.9549, 16.2098, 13.2602], [10.4014, 22.0763, 18.9774], [24.1229, 18.3758, 18.3058], [21.9244, 13.9049, 17.5354], [18.5747, 17.1951, 20.0707], [22.0951, 19.4271, 16.4857], [16.4264, 22.1415, 18.4396], [13.0020, 15.4661, 12.8541], [20.7426, 15.2802, 12.0562], [13.5309, 12.9088, 18.0892], [10.2370, 16.1714, 17.3746], [9.7085, 21.8111, 18.1302], [18.4865, 9.9890, 15.8831], [17.8799, 18.2642, 24.8279], [23.3457, 11.6642, 17.0275], [14.9994, 18.0452, 23.7366], [16.6785, 24.6979, 18.5335], [15.6215, 12.0389, 16.9847], [20.2713, 23.1445, 22.2876], [16.7107, 15.4326, 20.7907], [17.5487, 13.9268, 12.9367], [13.4228, 14.0205, 15.4764], [18.9927, 11.5560, 20.6008], [16.4453, 15.0973, 12.0661], [14.2454, 17.1364, 18.8119], [11.5020, 18.8785, 14.3343], [9.2270, 11.6266, 17.5948], [20.8505, 23.3803, 19.7069], [18.4472, 21.6723, 17.7883], [20.6060, 22.3479, 18.3033], [17.5999, 18.5718, 9.3168], [18.6823, 15.8587, 13.8883], [14.2639, 22.5456, 19.5232], [14.5623, 17.1728, 13.8169], [22.9656, 19.4131, 21.7432], [22.4737, 20.1321, 13.6802], [15.8056, 10.9596, 15.7278], [21.7916, 23.7199, 18.2670], [17.1679, 16.0351, 17.9816], [21.3064, 16.8107, 10.7696], [26.0324, 11.9250, 15.9123], [22.3242, 19.7688, 18.8566], [18.2513, 13.7916, 15.2406], [19.3754, 20.2869, 24.9849], [19.8027, 9.7742, 19.2181], [20.6545, 20.2079, 21.6751], [20.7396, 15.2478, 17.7825], [12.7612, 12.7648, 19.6037], [18.7422, 24.9627, 19.7701], [15.2117, 14.4281, 22.5796], [19.7034, 14.1928, 13.1245], [14.5127, 15.2292, 23.9652], [15.2548, 23.4400, 12.2444], [13.8555, 17.9270, 15.3778], [18.3557, 19.9408, 18.2016], [14.3392, 15.2218, 16.2825], [22.6218, 15.5105, 17.0298], [20.1096, 16.3055, 15.4501], [12.9468, 17.9813, 13.8369], [16.3592, 22.2234, 22.8349], [19.4771, 16.0820, 21.9596], [15.8107, 20.8310, 21.0727], [10.0013, 22.9481, 19.4873], [14.8057, 14.9964, 14.6264], [19.3973, 17.5056, 18.1884], [16.3950, 23.9498, 16.4491], [21.1139, 20.3034, 24.4200], [10.3282, 11.5732, 16.2407], [21.3166, 18.4913, 19.6633], [23.6374, 15.0261, 19.2212], [16.5357, 11.4871, 19.4423], [20.9851, 17.4916, 16.4893], [11.9048, 18.9484, 16.0642], [14.2057, 18.9240, 20.5369], [20.1043, 17.7358, 22.4218], [18.2197, 19.6265, 22.8999], [18.0867, 25.4471, 15.3281], [23.5946, 18.0422, 17.3707], [15.0166, 14.8694, 18.6669], [16.6077, 13.8235, 16.1372], [14.3666, 15.9547, 22.3457], [17.4276, 16.2889, 16.1971], [25.2760, 14.0196, 13.9419], [18.4765, 23.3047, 19.3388], [26.6842, 15.9136, 15.8288], [25.1560, 15.7992, 17.5986], [10.4443, 15.6255, 12.5266], [20.4707, 17.3822, 12.8283], [17.3799, 9.9194, 19.5954], [24.2830, 19.4385, 18.2241], [14.3301, 21.0186, 17.0789], [21.3134, 18.9042, 14.4179], [18.0243, 22.4711, 22.1231], [16.9728, 23.6420, 11.7570], [18.2107, 10.7244, 14.3236], [23.3118, 20.5537, 20.5458], [25.9778, 14.8113, 18.6632], [17.9151, 14.9148, 23.7426], [9.2728, 17.1013, 14.2472], [9.8749, 15.4887, 14.9448], [19.9896, 12.6645, 19.5901], [16.1447, 18.0182, 15.7097], [15.3060, 17.6274, 17.2970], [17.3823, 21.2351, 20.3909], [19.2174, 24.2737, 15.8210], [19.4181, 13.8719, 17.1012], [16.6701, 19.2615, 22.1690], [11.1602, 17.1427, 12.6926], [22.0491, 21.8214, 16.8667], [10.0543, 10.0979, 17.3918], [24.3213, 18.7565, 14.3288], [12.0038, 14.3851, 13.9103], [20.1189, 13.9325, 11.2335], [12.5466, 18.9033, 21.1064], [19.8355, 20.8877, 14.9575], [11.4765, 13.4384, 16.9139], [22.5364, 13.9114, 14.0070], [16.1628, 20.3919, 18.7488], [18.7013, 18.8432, 20.6109], [16.8711, 12.9907, 14.5893], [22.5875, 15.4145, 14.9219], [27.3200, 12.5263, 17.0740], [12.2119, 14.9715, 19.5157], [19.3532, 16.6767, 23.6350], [17.8246, 25.8093, 17.7212], [17.9062, 18.5948, 11.5905], [19.5341, 19.2698, 11.3095], [14.0002, 22.7196, 17.1783], [20.5286, 10.7548, 17.9345], [20.9605, 16.9462, 9.0712], [15.1957, 16.6156, 20.2744], [22.6454, 21.3437, 22.9005], [14.3399, 14.3582, 20.2623], [22.5392, 22.3865, 21.5309], [16.8048, 14.8652, 25.1628], [10.6261, 21.2835, 19.6629], [27.3713, 14.3336, 15.0924], [24.3041, 16.1470, 13.5059], [25.0671, 17.3293, 12.4072], [19.7346, 15.5042, 19.0255], [25.6208, 12.1551, 17.6638], [21.2065, 23.1983, 23.7363], [12.6546, 16.0735, 17.7695], [19.4982, 11.0858, 15.4298], [25.0790, 17.8882, 18.3561], [19.2728, 18.2866, 13.8128], [19.3764, 15.0385, 9.3346], [15.7968, 19.2512, 16.9883], [15.5043, 17.3548, 25.2521], [21.2515, 14.1015, 15.1760], [10.5948, 13.4972, 18.3319], [17.7016, 22.4667, 14.6994], [11.9221, 21.4794, 16.6948], [20.5857, 21.6364, 25.4706], [23.8650, 16.2776, 11.7464], [15.4383, 9.9524, 18.1315], [23.8472, 13.2968, 18.8585], [17.0102, 23.8962, 22.5685], [23.5359, 11.7945, 15.3422], [17.4442, 16.8174, 13.1191], [18.5863, 23.5224, 13.7222], [16.6258, 19.4416, 24.7294], [10.2669, 19.1925, 15.6722], [12.9828, 18.8495, 19.3430], [23.3321, 17.5554, 14.9851], [16.4897, 22.2352, 12.8117], [19.4251, 17.9674, 15.7753], [19.8651, 22.2463, 16.2567], [17.0917, 18.1455, 20.1321], [22.0075, 22.0247, 15.1240], [19.3578, 9.5429, 17.6475], [17.7645, 20.6274, 16.6586], [16.9008, 9.2736, 17.3848], [12.0847, 20.4995, 18.1771], [17.3006, 13.8830, 11.1343], [18.4490, 17.5872, 8.2091], [21.1951, 18.4291, 10.0846], [27.7652, 14.8300, 16.7666], [8.9954, 17.1663, 16.6085], [18.3103, 13.0079, 19.9484], [21.9799, 11.9645, 16.0979], [19.0511, 19.0828, 8.7858], [17.8847, 16.1785, 24.9070], [10.2582, 17.8062, 17.6257]], "forces_ev_per_a": [[-0.2, -0.9, -1.4], [-1.4, 0.5, -0.8], [1.5, -0.7, 1.4], [-0.1, -1.3, 0.9], [-1.8, 1.0, -0.3], [-1.0, 1.4, 0.2], [0.2, -0.3, 0.3], [-0.5, -1.8, 0.6], [-0.7, 0.4, -0.2], [-0.9, 0.3, -1.6], [0.7, 1.5, 0.6], [0.8, -2.5, 0.1], [-0.3, -0.4, -0.3], [-0.3, 0.2, 0.6], [0.8, 1.1, 0.1], [-0.5, 0.5, -0.6], [-0.3, -0.1, -1.4], [-1.2, 0.3, -1.4], [0.9, -2.2, 1.2], [-1.3, -0.1, -0.7], [1.3, 0.5, -1.1], [0.1, 1.8, 0.8], [1.5, 0.0, -0.8], [0.2, -1.5, 1.0], [-0.5, 0.0, 1.0], [-1.2, 0.2, 0.4], [0.5, -2.5, -0.2], [-1.2, 1.0, 2.6], [0.7, 0.5, -1.6], [-0.2, 0.2, 0.8], [-1.5, -0.1, 1.8], [-0.5, -0.2, -0.1], [-3.3, -1.3, -0.4], [-0.4, 0.2, 1.9], [0.1, 1.4, 0.3], [0.1, -0.4, 1.5], [-0.5, -3.2, -1.2], [-0.4, 2.6, 1.3], [0.9, -0.7, -0.5], [0.1, 0.7, 0.9], [1.3, 0.5, 0.3], [1.7, -0.9, 1.2], [-0.1, 0.3, -0.3], [0.3, 0.4, -0.1], [1.0, -0.2, -0.8], [0.1, -0.6, 1.0], [1.2, 0.4, -1.1], [0.3, -1.2, 2.3], [0.0, 0.7, -1.0], [0.8, -0.7, 0.6], [-2.6, 1.0, -1.7], [1.3, -0.3, 0.1], [-1.1, -0.8, -1.0], [-1.3, 0.6, 1.0], [-0.4, 0.2, -2.0], [-1.0, 0.6, 1.2], [1.3, 0.8, 1.0], [-0.6, -1.0, -0.8], [0.0, -1.2, 0.5], [1.3, -1.1, -0.8], [-0.2, -2.4, 0.5], [0.0, -1.5, 0.6], [-0.3, 2.5, -1.1], [-0.4, 0.6, 0.7], [2.4, -1.1, -1.4], [0.5, -0.2, 0.5], [0.4, -3.6, 1.6], [0.7, -0.8, -2.3], [0.0, 0.1, -0.4], [-0.5, 1.6, -0.9], [-0.1, -0.6, -0.5], [-0.5, -1.1, 1.2], [0.5, -1.8, -1.8], [-1.0, 0.8, -0.9], [0.0, -0.5, -1.2], [0.6, -0.1, 0.6], [-0.9, 1.1, -1.5], [0.5, 0.4, -0.7], [-0.4, -1.8, -1.0], [-0.6, -1.2, -2.6], [-0.2, 1.6, 2.1], [0.2, -1.4, -0.5], [0.6, -1.4, 1.1], [-0.1, -1.5, 0.8], [1.4, 0.8, -0.6], [0.0, -1.0, 1.3], [0.2, -0.3, 0.7], [1.2, 2.3, -1.7], [2.4, -0.7, -1.4], [-0.6, 1.1, -1.5], [-0.3, -1.4, 1.9], [-0.1, -1.3, 0.7], [2.8, 3.6, 0.7], [0.1, -1.2, 0.9], [0.0, 0.9, -0.8], [-1.1, -0.8, 1.2], [1.5, 0.5, 0.3], [-1.1, 0.7, -0.1], [0.6, -1.1, 1.5], [0.4, 1.9, 0.7], [-1.6, 0.8, 1.3], [-1.2, 1.6, 0.8], [-0.5, -0.7, 0.4], [2.2, 0.7, -0.5], [0.4, 1.1, -0.8], [-0.4, -0.2, -0.2], [-0.6, 0.1, 0.5], [0.2, -0.5, 0.1], [0.5, 0.7, -0.3], [-0.4, -0.5, 0.1], [-0.1, -0.3, -0.7], [0.3, 0.4, 0.7], [0.6, -0.1, -0.5], [-0.3, -1.2, 0.2], [0.7, 0.0, 0.8], [-0.7, -0.6, -0.1], [-0.5, 0.0, -0.4], [0.5, 1.2, 0.4], [0.6, -0.6, -0.2], [0.0, 0.3, -0.2], [0.7, -0.4, 0.0], [-0.3, 0.0, -0.1], [0.5, -0.2, 0.4], [-0.4, 0.0, -0.3], [0.3, 0.1, -0.5], [0.4, 0.3, -0.6], [0.1, -0.1, 0.3], [0.6, -0.3, -0.7], [-0.5, 0.4, 0.0], [-1.7, 0.9, 0.6], [0.1, 0.0, 0.7], [0.6, -0.1, 0.0], [-0.3, 1.6, 0.1], [-1.9, 0.2, 0.8], [0.1, 0.3, 1.1], [-0.1, -0.2, -0.1], [-0.3, 0.6, 0.6], [0.0, -0.7, 0.6], [-0.6, 0.2, -0.1], [-0.6, -1.1, -1.5], [0.1, -0.2, 0.0], [0.6, 0.0, -0.6], [-0.6, 0.4, -0.1], [0.4, 0.8, 1.2], [-0.3, -0.3, -0.4], [-0.5, -0.2, 0.5], [1.3, 1.1, -0.2], [0.0, 0.6, 0.1], [-0.2, -0.2, 0.3], [-1.6, 0.7, 0.2], [-0.2, 0.3, 0.4], [-0.3, 0.7, 0.7], [0.4, 1.2, 1.0], [0.9, 0.0, -1.5], [-1.3, -0.4, 1.6], [0.2, 0.2, 0.3], [0.4, 0.1, -0.4], [0.0, 0.0, -0.2], [0.6, 0.6, 1.2], [0.0, -0.6, 0.6], [-0.1, 0.3, 0.1], [0.6, -0.2, 0.1], [0.4, 0.2, 0.4], [0.4, -0.1, -0.1], [-0.3, 0.2, 0.5], [-0.2, -0.1, 0.2], [-0.4, -0.9, 0.4], [-0.2, -0.2, -0.4], [1.2, 0.0, 0.9], [-0.2, -0.1, 0.4], [-0.7, -0.7, -0.7], [1.1, 0.3, 0.0], [-0.4, -0.2, -0.2], [0.3, 0.0, -0.3], [-0.4, -0.2, -0.4], [0.3, 0.3, -0.1], [0.7, -0.1, 0.3], [0.4, 0.0, -0.3], [0.6, 0.2, -0.6], [-0.6, -0.4, 0.2], [0.2, 0.1, 0.9], [-1.3, -0.4, 0.8], [0.9, -0.3, -0.5], [1.0, -0.1, 1.3], [0.3, 0.0, 0.6], [0.6, 0.5, -1.3], [0.4, 0.0, -0.5], [0.1, -1.2, 0.0], [-0.5, 1.1, -0.3], [-0.8, -0.6, -0.2], [-1.5, 0.0, 0.1], [-0.1, 0.8, -0.3], [0.2, 0.5, -0.3], [0.2, -1.1, -0.9], [0.0, 0.6, -0.3], [-1.1, 0.4, 0.0], [-0.1, 0.0, 0.3], [-0.4, 0.4, -0.1], [0.6, 1.0, 0.1], [-0.3, -0.6, -0.1], [-0.3, -0.1, 0.2], [0.8, -0.8, 0.4], [-0.1, 1.0, -0.7], [0.7, 0.1, -0.2], [-0.5, -0.1, -0.4], [-0.7, -0.5, -0.6], [0.7, -0.2, 0.3], [-0.5, -0.4, -0.4], [0.5, -1.6, 0.5], [-0.1, -0.1, 0.3], [0.2, -0.2, 0.5], [0.5, 0.1, 0.6], [0.0, 0.8, -0.7], [0.6, 0.5, -0.3], [0.2, 1.2, -0.5], [-1.0, 0.4, 1.5], [0.5, -0.6, -0.8], [0.2, 0.3, -0.2], [0.3, -0.7, 0.3], [0.0, 0.0, -0.4], [-0.7, 0.2, -0.2], [-0.2, -0.2, -0.1], [-0.6, 0.0, -0.7], [-0.7, 0.3, -0.2], [-0.8, 0.0, 0.0], [-0.8, 0.8, 0.5], [0.2, 0.2, -0.7], [-0.2, -0.1, -0.3], [-0.3, 0.4, 0.0], [0.3, 0.9, 0.6], [0.0, -0.1, 0.1], [0.2, 0.2, 0.0], [-0.4, 0.4, 0.3], [0.8, 0.6, -0.1], [-0.5, 0.2, -0.3], [-0.1, 0.1, 0.3], [0.0, 1.2, 0.0], [0.2, 0.8, -1.2], [-0.7, -0.8, 0.4], [-0.9, 0.7, 1.2], [-0.2, 0.0, 0.2], [0.0, 0.1, 0.4], [-0.3, -0.3, 0.3], [0.4, -0.3, -0.1], [0.3, -0.2, 0.2], [-0.2, -0.4, -0.9], [2.2, 1.3, -0.3], [0.4, -0.3, 0.0], [0.1, -0.5, -1.7], [1.3, 0.0, 0.2], [0.0, 0.0, -0.4], [0.6, -0.2, -1.0], [0.8, 0.7, 0.0], [-0.5, 0.5, 0.9], [-0.4, 0.6, -0.2], [-0.4, 0.2, 0.5], [-0.4, -0.2, -0.1], [-0.1, 0.3, 1.1], [0.3, -0.2, -0.7], [0.2, 1.4, -0.9], [0.0, 0.3, 0.4], [-0.1, -0.2, -0.3], [-0.7, 0.3, 0.1], [1.0, 0.5, -1.6], [-0.2, 0.8, 0.1], [-0.5, 0.4, -0.5], [-0.2, -0.8, 0.3], [-0.4, -0.3, 0.1], [-0.3, 0.7, -0.9], [0.1, 0.1, -0.3], [0.7, -1.2, -1.4], [1.2, -0.2, 1.1], [0.6, -0.3, 0.2], [-0.7, -0.8, -1.3], [0.1, -0.5, -0.5], [0.2, -0.4, -0.2], [0.1, 0.4, -0.1], [0.1, -0.1, 0.4], [0.2, -0.4, 0.4], [-0.5, -0.8, -0.2], [-0.8, -0.1, -0.5], [-1.6, 0.0, -0.2], [0.1, 0.0, -0.3], [-0.1, 0.5, -0.2], [0.8, 0.3, 0.1], [0.5, 1.0, 0.4], [0.1, 0.6, -0.1]], "lowdin_charge": [-0.043, -0.036, -0.176, -0.202, -0.189, -0.111, -0.039, -0.179, -0.185, -0.180, -0.091, -0.196, -0.183, -0.183, -0.224, -0.230, -0.020, -0.051, -0.040, -0.098, -0.055, -0.031, 0.070, -0.062, -0.074, -0.122, -0.042, -0.135, -0.022, -0.237, -0.045, -0.496, -0.184, -0.206, -0.172, -0.028, -0.185, -0.226, -0.121, -0.090, -0.216, -0.532, -0.036, -0.368, -0.035, -0.149, -0.495, -0.290, -0.213, -0.137, -0.216, -0.031, -0.034, -0.114, -0.195, -0.511, -0.505, -0.518, -0.202, -0.108, -0.177, -0.113, -0.531, -0.115, -0.269, -0.163, -0.047, -0.133, -0.176, -0.470, -0.024, -0.212, -0.251, -0.014, -0.088, -0.028, -0.269, -0.022, -0.018, -0.023, -0.119, -0.004, -0.015, -0.464, -0.071, -0.541, -0.134, -0.164, -0.142, -0.041, -0.177, -0.187, -0.185, -0.109, -0.246, 0.005, -0.024, -0.173, -0.071, -0.215, 0.015, -0.112, -0.126, -0.178, -0.080, -0.124, 0.095, 0.046, 0.080, 0.108, 0.115, 0.046, 0.105, 0.065, 0.106, 0.058, 0.111, 0.088, 0.128, 0.114, 0.114, 0.104, 0.092, 0.051, 0.087, 0.100, 0.083, 0.079, 0.061, 0.064, 0.061, 0.058, 0.089, 0.056, 0.083, 0.108, 0.091, 0.115, 0.130, 0.099, 0.091, 0.130, 0.058, 0.087, 0.090, 0.078, 0.105, 0.094, 0.082, 0.067, 0.132, 0.113, 0.106, 0.095, 0.058, 0.083, 0.060, 0.076, 0.041, 0.122, 0.071, 0.058, 0.088, 0.072, 0.101, 0.085, 0.092, 0.113, 0.129, 0.088, 0.093, 0.124, 0.116, 0.119, 0.076, 0.063, 0.063, 0.069, 0.099, 0.131, 0.077, 0.137, 0.086, 0.096, 0.125, 0.072, 0.101, 0.092, 0.073, 0.099, 0.120, 0.133, 0.079, 0.079, 0.088, 0.079, 0.087, 0.092, 0.109, 0.133, 0.094, 0.148, 0.147, 0.066, 0.087, 0.065, 0.101, 0.106, 0.067, 0.102, 0.116, 0.081, 0.111, 0.120, 0.135, 0.110, 0.110, 0.121, 0.128, 0.089, 0.104, 0.083, 0.060, 0.069, 0.076, 0.119, 0.071, 0.121, 0.118, 0.110, 0.113, 0.076, 0.088, 0.086, 0.116, 0.107, 0.105, 0.123, 0.076, 0.104, 0.061, 0.092, 0.078, 0.056, 0.127, 0.039, 0.041, 0.073, 0.107, 0.072, 0.072, 0.139, 0.098, 0.119, 0.121, 0.120, 0.095, 0.105, 0.119, 0.141, 0.080, 0.078, 0.112, 0.102, 0.101, 0.076, 0.079, 0.098, 0.094, 0.059, 0.123, 0.112, 0.130, 0.049, 0.089, 0.100, 0.098, 0.085, 0.087, 0.103, 0.090, 0.070, 0.078, 0.073, 0.080, 0.050, 0.081]}